No. 1
121
Properties=species:S:1:pos:R:3:forces:R:3:mulliken_charge:R:1 method="wB97M-V/def2-TZVPD" multiplicity=2 total_charge=+2 max_force_ev_per_a=1.4 s_squared=0.814 orbital_gap_ev="6.1 / 6.2" homo_energy_ev="-12.728 / -12.728" mol_weight_g_mol=1267.1 e_above_lowest_kcal_mol=3.8
Fe -0.3115 0.3637 0.0460 -0.7 0.9 0.9 -0.726
Br 4.0957 6.0468 1.9186 0.0 0.0 0.0 -0.104
C 2.6608 4.9021 1.5198 0.0 0.0 0.0 -0.257
C 2.6943 4.1355 0.3633 0.0 0.0 0.0 -0.404
C 1.6534 3.2676 0.0840 0.0 0.0 0.0 0.479
C 0.5716 3.1834 0.9508 0.0 0.1 0.1 -0.580
C 0.5376 3.9577 2.1063 0.0 0.0 0.0 -0.251
C 1.5830 4.8190 2.3921 0.0 0.0 0.0 -0.954
N -0.4972 2.2818 0.6522 0.1 -0.1 -0.3 1.395
C -1.7084 2.6254 0.8601 0.0 0.1 -0.1 -0.739
C -2.7649 1.7061 0.4526 0.0 0.0 0.0 0.169
C -4.1107 1.9619 0.6112 0.0 0.0 0.0 -0.834
C -5.0202 1.0483 0.0855 0.0 0.0 0.0 -0.571
C -4.5451 -0.0666 -0.5793 0.0 0.0 0.0 -1.041
C -3.1723 -0.2605 -0.6874 0.0 0.0 -0.1 -0.101
N -2.3062 0.6091 -0.1824 0.1 0.0 0.2 0.710
H 3.5322 4.2147 -0.3159 0.0 0.0 0.0 0.632
H 1.6832 2.6657 -0.8115 0.0 0.0 0.0 -0.267
H -0.2789 3.8648 2.8123 0.0 0.0 0.0 0.629
H 1.5670 5.4149 3.2941 0.0 0.0 0.0 0.490
H -1.9641 3.6067 1.2512 0.0 0.0 0.0 0.766
H -4.4399 2.8561 1.1229 0.0 0.0 0.0 0.591
H -6.0836 1.2160 0.1884 0.0 0.0 0.0 0.500
H -5.2187 -0.7904 -1.0151 0.0 0.0 0.0 0.536
H -2.7564 -1.1227 -1.1893 0.0 0.0 0.0 0.574
I -1.6154 -1.5374 -4.2141 0.0 0.0 0.0 0.065
C -0.6974 -3.1436 -3.1773 0.0 0.0 0.0 -0.961
I 1.0152 -2.5887 -2.0555 0.1 -0.2 0.0 0.272
H -0.3829 -3.8802 -3.9055 0.0 0.0 0.0 0.534
H -1.4189 -3.5615 -2.4871 0.0 0.0 0.0 0.408
C -6.4848 -2.4364 6.2413 0.0 0.0 0.0 -1.430
C -4.9831 -2.4703 6.2276 0.0 0.0 0.0 0.768
C -4.2362 -1.2981 6.1628 0.0 0.0 0.0 -0.636
C -2.8485 -1.3301 6.1854 0.0 0.0 0.0 -0.387
C -2.2023 -2.5529 6.2697 0.0 0.0 0.0 0.337
C -2.9261 -3.7380 6.3479 0.0 0.0 0.0 -0.794
C -4.3069 -3.6888 6.3197 0.0 0.0 0.0 -0.649
S -0.4403 -2.6234 6.2857 0.1 0.0 0.0 1.225
O -0.0429 -3.6511 7.1894 0.0 0.0 0.0 -0.681
O 0.0411 -1.2719 6.3781 0.0 0.0 0.0 -0.647
N 0.0319 -3.1433 4.7975 -0.1 0.0 0.0 -0.179
C 0.0595 -2.2414 3.6763 0.1 0.0 0.0 -0.677
C -1.2677 -2.1141 2.8933 0.0 0.0 0.0 -0.199
C -0.9995 -1.2221 1.7352 0.3 0.0 0.0 0.410
O -0.6949 0.0095 1.9362 0.1 0.1 0.0 -0.765
O -0.9501 -1.5857 0.5378 0.2 0.0 -0.5 -0.550
H -6.8636 -1.4356 6.0415 0.0 0.0 0.0 0.353
H -6.8633 -2.7495 7.2155 0.0 0.0 0.0 0.334
H -6.8998 -3.1192 5.4993 0.0 0.0 0.0 0.355
H -4.7477 -0.3441 6.1218 0.0 0.0 0.0 0.359
H -2.2671 -0.4178 6.1688 0.0 0.0 0.0 0.530
H -2.4107 -4.6835 6.4598 0.0 0.0 0.0 0.452
H -4.8746 -4.6083 6.3924 0.0 0.0 0.0 0.430
H -0.0797 -4.1347 4.6413 0.0 0.0 0.0 0.337
H 0.8597 -2.5420 2.9950 0.0 -0.1 0.0 0.338
H 0.3262 -1.2681 4.0829 0.0 0.1 -0.1 0.106
H -2.0287 -1.6501 3.5243 0.0 -0.1 0.0 0.137
H -1.6248 -3.0842 2.5521 0.0 0.0 -0.1 0.391
C 0.9932 4.5856 -5.6246 0.0 0.0 0.0 -1.938
C 2.2741 3.9719 -5.0433 0.0 0.0 0.0 2.365
C 2.2689 4.1967 -3.5228 0.0 0.0 0.0 -1.716
C 3.4773 4.7430 -5.6032 0.0 0.0 0.0 -1.887
C 2.3839 2.4730 -5.4702 0.0 0.0 0.1 2.293
O 2.3489 2.3752 -6.8980 0.0 0.1 0.0 -0.741
C 3.6732 1.7313 -5.0575 -0.1 0.0 -0.1 -2.277
C 4.1034 1.5778 -3.5885 0.0 0.0 0.0 1.194
C 4.8323 0.2704 -3.3813 0.0 0.0 0.1 -0.434
C 5.9317 -0.0701 -4.1675 0.0 0.0 0.0 -0.108
C 6.5786 -1.2838 -4.0088 0.0 0.0 0.0 -0.977
C 6.1174 -2.1855 -3.0602 0.0 0.0 0.0 0.254
Cl 6.9123 -3.7090 -2.8605 0.0 0.0 0.0 -0.215
C 5.0239 -1.8768 -2.2716 0.0 0.0 0.0 -2.032
C 4.3979 -0.6482 -2.4340 0.0 0.0 -0.1 1.208
C 1.1168 1.6157 -5.2006 0.1 0.0 0.0 -3.234
N 0.5140 1.5720 -3.8642 -0.1 0.0 0.0 1.427
C 0.8260 0.8563 -2.7974 0.1 0.1 0.1 -1.217
N -0.0709 1.0814 -1.8328 0.0 -0.6 0.0 1.945
C -0.9537 1.9437 -2.4224 0.1 0.1 0.0 -1.173
N -0.6297 2.2586 -3.6406 0.0 0.0 0.0 -0.805
H 1.0322 5.6705 -5.5171 0.0 0.0 0.0 0.499
H 0.1006 4.2373 -5.1040 0.0 0.0 0.0 0.317
H 0.8901 4.3573 -6.6846 0.0 0.0 0.0 0.397
H 2.0381 5.2468 -3.3334 0.0 0.0 0.0 0.714
H 3.2401 3.9964 -3.0714 0.0 0.0 0.0 0.208
H 1.5112 3.6121 -3.0010 0.0 0.0 0.0 0.030
H 3.4141 5.7846 -5.2863 0.0 0.0 0.0 0.481
H 3.4950 4.7557 -6.6947 0.0 0.0 0.0 0.492
H 4.4287 4.3505 -5.2398 0.0 0.0 0.0 0.318
H 3.1202 2.8189 -7.2671 0.0 0.0 0.0 0.588
H 4.4937 2.1845 -5.6174 0.0 0.0 0.0 0.609
H 3.5616 0.7305 -5.4822 0.0 0.0 0.0 0.463
H 3.2454 1.6117 -2.9167 0.0 0.0 0.1 -0.943
H 4.7399 2.4129 -3.2859 0.0 0.0 -0.1 0.536
H 6.2975 0.6207 -4.9178 0.0 0.0 0.0 0.467
H 7.4346 -1.5375 -4.6186 0.0 0.0 0.0 0.468
H 4.6684 -2.5945 -1.5441 0.0 0.0 0.0 0.525
H 3.5458 -0.4082 -1.8065 0.0 0.0 0.0 0.490
H 1.3413 0.5907 -5.4936 0.0 0.0 0.0 0.526
H 0.3234 1.9839 -5.8442 0.0 0.0 0.0 0.486
H 1.6797 0.2054 -2.7352 0.0 0.0 0.0 0.758
H -1.8282 2.3496 -1.9481 0.0 0.0 0.0 0.705
C 2.9468 0.8741 5.0784 0.0 0.0 0.0 -1.007
C 2.2490 1.7959 4.0858 0.0 0.0 0.0 -1.086
N 1.7922 1.1075 2.8754 -0.2 -0.1 0.0 0.880
C 2.5579 0.7975 1.8442 0.0 0.0 -0.2 -0.495
S 1.9409 -0.0390 0.4315 -0.1 0.0 -0.1 0.095
N 3.8427 1.1199 1.8755 0.0 0.0 0.0 0.066
C 4.8578 0.8308 0.8579 0.0 0.0 0.0 -0.204
C 5.4939 -0.5334 1.0578 0.0 0.0 0.0 -1.185
H 3.3293 1.4572 5.9153 0.0 0.0 0.0 0.461
H 3.7870 0.3419 4.6275 0.0 0.0 0.0 0.243
H 2.2519 0.1356 5.4766 0.0 0.0 0.0 0.216
H 2.8817 2.6376 3.7890 0.0 0.0 0.0 0.459
H 1.3606 2.2306 4.5428 0.0 0.0 0.0 0.481
H 0.8306 0.7981 2.8232 0.0 -0.1 0.0 0.062
H 4.1947 1.4699 2.7547 0.0 0.0 0.0 0.310
H 5.6034 1.6215 0.9371 0.0 0.0 0.0 0.512
H 4.3923 0.9182 -0.1230 0.0 0.0 0.0 -0.159
H 5.9860 -0.5967 2.0290 0.0 0.0 0.0 0.406
H 6.2443 -0.7093 0.2881 0.0 0.0 0.0 0.428
H 4.7460 -1.3243 0.9968 0.0 0.0 0.0 0.218

No. 2
81
Properties=species:S:1:pos:R:3:forces:R:3:mulliken_charge:R:1 method="wB97M-V/def2-TZVPD" multiplicity=2 total_charge=+3 max_force_ev_per_a=1.4 s_squared=0.815 orbital_gap_ev="6.5 / 6.2" homo_energy_ev="-16.086 / -16.083" mol_weight_g_mol=710.7 e_above_lowest_kcal_mol=0.0
Cr 0.3071 -0.9848 -0.7258 -0.4 0.1 0.1 -0.804
C -3.6238 -2.4408 -1.6133 -0.1 -0.1 0.0 -0.876
C -2.2453 -2.3460 -1.4594 -0.5 0.0 -0.1 -0.490
N -1.7116 -1.3942 -0.7015 -1.3 -0.1 -0.5 1.167
C -2.5589 -0.5378 -0.1068 -0.1 0.3 0.1 -1.032
C -3.9312 -0.6552 -0.2572 0.0 -0.1 -0.1 -0.022
N -4.4646 -1.6031 -1.0186 0.2 0.0 0.0 -0.491
C -1.8473 0.4101 0.7669 -0.5 -0.1 -0.2 0.137
C -2.3116 1.5001 1.4732 -0.1 0.0 0.0 -0.961
C -1.4337 2.1835 2.3290 0.2 -0.2 -0.1 0.608
C -0.1338 1.6546 2.4784 -0.2 0.0 0.0 -0.817
C 0.2408 0.5659 1.7245 0.2 0.1 0.1 0.624
N -0.5911 0.0087 0.8360 1.3 0.3 0.4 1.201
C 1.5150 -0.1701 1.8034 0.1 0.0 0.1 -0.401
C 2.4573 -0.0226 2.8127 -0.1 0.1 -0.1 -0.102
N 3.5494 -0.7711 2.8679 0.0 0.0 0.0 -0.482
C 3.7015 -1.6975 1.9340 0.0 0.0 0.0 -0.704
C 2.7672 -1.8758 0.9189 0.0 0.1 0.1 -0.420
N 1.6824 -1.1057 0.8462 0.1 0.0 0.2 0.639
C -1.8511 3.3884 3.0656 0.0 0.0 0.0 0.507
C -0.9162 4.3510 3.4414 -0.1 -0.1 -0.1 -0.592
C -1.3601 5.4719 4.1244 0.1 0.2 0.1 -0.501
N -2.6305 5.6858 4.4568 0.1 -0.3 -0.2 -0.512
C -3.5128 4.7565 4.0999 -0.2 0.1 0.1 -0.461
C -3.1849 3.6026 3.4054 0.1 0.0 0.0 -0.626
H -4.0532 -3.2174 -2.2334 0.0 0.0 0.0 0.492
H -1.5776 -3.0488 -1.9396 -0.2 0.1 -0.1 0.650
H -4.6179 0.0071 0.2535 0.0 0.1 0.0 0.464
H -3.3320 1.8349 1.3494 0.0 0.0 0.0 0.672
H 0.5464 2.0879 3.1965 0.0 0.0 0.0 0.749
H 2.3217 0.7072 3.6006 0.0 0.0 0.0 0.459
H 4.5834 -2.3225 1.9852 0.0 0.0 0.0 0.463
H 2.8999 -2.6431 0.1701 0.0 0.0 0.0 0.501
H 0.1307 4.2687 3.1849 0.1 0.0 0.0 0.429
H -0.6563 6.2397 4.4214 0.0 0.0 0.0 0.399
H -4.5404 4.9407 4.3884 0.0 0.0 0.0 0.395
H -3.9581 2.8805 3.1862 0.0 0.0 0.0 0.445
C -2.3629 -5.1015 2.1247 0.0 0.0 0.0 -0.579
C -1.9943 -5.6957 0.9235 0.0 0.0 0.0 -0.868
C -1.1521 -5.0319 0.0472 -0.1 -0.1 0.1 -0.519
C -0.7073 -3.7611 0.3878 0.5 0.1 0.0 0.695
C -1.0720 -3.1515 1.5811 -0.1 -0.1 0.1 0.031
C -1.8968 -3.8348 2.4587 0.0 0.0 -0.1 -1.098
N 0.1785 -3.0481 -0.4993 0.6 -0.5 0.4 2.078
N 0.9517 -3.7850 -1.1419 0.1 0.2 -0.1 -1.187
C 1.8082 -3.0887 -2.0190 -0.2 -0.2 0.0 -0.209
C 2.6925 -3.8238 -2.7811 0.0 0.1 -0.1 -0.851
C 3.4968 -3.1387 -3.6831 0.0 0.0 0.0 -0.572
C 3.3570 -1.7647 -3.7905 0.0 0.1 0.0 -0.995
C 2.4514 -1.1036 -2.9733 0.1 -0.1 0.0 -0.338
N 1.6987 -1.7471 -2.0739 0.1 -0.3 0.0 1.321
H -3.0168 -5.6286 2.8053 0.0 0.0 0.0 0.471
H -2.3591 -6.6807 0.6707 0.0 0.0 0.0 0.456
H -0.8605 -5.4863 -0.8896 0.0 0.0 0.0 0.515
H -0.6936 -2.1718 1.8387 0.0 0.0 0.0 0.249
H -2.1709 -3.3865 3.4029 0.0 0.0 0.0 0.490
H 2.7266 -4.8973 -2.6667 0.0 0.0 0.0 0.612
H 4.2081 -3.6711 -4.2999 0.0 0.0 0.0 0.477
H 3.9371 -1.1971 -4.5039 0.0 0.0 0.0 0.501
H 2.3175 -0.0349 -3.0433 0.0 0.0 0.0 0.592
C -1.4925 0.2510 -4.8778 0.1 -0.1 0.2 -1.467
C -0.9240 -0.1347 -3.5887 0.0 0.0 0.0 1.048
N -0.4988 -0.4472 -2.5698 0.0 0.4 -0.7 -0.211
H -2.4635 0.7180 -4.7171 0.0 0.0 0.0 0.353
H -1.6123 -0.6348 -5.5004 0.0 0.0 0.0 0.361
H -0.8266 0.9548 -5.3752 0.0 0.0 0.0 0.383
N 2.4678 5.9347 -1.3470 0.0 0.0 0.0 -0.336
C 2.7727 4.9147 -0.5273 0.0 0.0 0.0 0.012
O 3.4237 4.9918 0.4896 0.0 0.0 0.0 -0.555
C 2.2106 3.5483 -0.8648 0.0 0.0 0.0 0.386
C 3.0478 2.4487 -0.7061 0.0 0.0 0.0 -1.103
C 2.5161 1.1833 -0.8009 -0.1 0.1 0.1 -0.572
N 1.2057 0.9530 -1.0205 0.1 0.1 0.0 1.464
C 0.4137 2.0184 -1.2088 0.1 0.0 0.0 -0.651
C 0.8739 3.3216 -1.1524 -0.1 -0.1 0.0 -0.780
H 2.8584 6.8426 -1.1387 0.0 0.0 0.0 0.269
H 2.0492 5.7963 -2.2503 0.0 0.0 0.0 0.202
H 4.0931 2.5889 -0.4691 0.0 0.0 0.0 0.555
H 3.1462 0.3169 -0.6530 0.0 0.0 -0.1 0.642
H -0.6341 1.8166 -1.3834 0.0 0.0 0.0 0.483
H 0.1762 4.1380 -1.2788 0.0 0.0 0.0 0.538

No. 3
17
Properties=species:S:1:pos:R:3:forces:R:3:mulliken_charge:R:1 method="wB97M-V/def2-TZVPD" multiplicity=1 total_charge=+1 max_force_ev_per_a=3.2 orbital_gap_ev="6.4 / 6.4" homo_energy_ev="-13.067 / -13.066" mol_weight_g_mol=131.2 e_above_lowest_kcal_mol=0.0
C -2.5230 -0.5145 0.0463 -0.2 -0.1 0.3 -0.476
C -2.3844 0.9516 -0.0123 0.3 1.1 -0.1 -0.089
C -1.3963 -1.2814 0.0358 -1.2 2.9 -0.7 -0.592
C -1.1226 1.6120 -0.0172 -1.1 1.1 -0.3 -0.511
C 1.1039 -1.2041 -0.1753 0.5 1.2 0.4 -0.433
C -0.1036 -0.6504 -0.0783 -0.5 -0.3 0.3 0.656
C 0.0252 0.8446 -0.0601 0.5 -2.2 0.0 0.338
C 2.0393 0.0992 -0.0155 -0.2 -1.5 -1.1 0.484
N 1.3209 1.1811 -0.1150 0.0 1.7 0.5 -0.656
N 3.3512 0.0800 0.0970 -0.3 -1.8 0.7 -0.313
H -3.5234 -1.0541 0.1467 1.4 1.3 -0.3 0.339
H -3.3187 1.6112 -0.0725 1.5 -1.2 0.2 0.351
H -1.5561 -2.2897 0.0339 0.2 -2.7 0.1 0.492
H -0.9382 2.7264 -0.0546 -0.9 -1.4 0.1 0.385
H 1.3090 -2.2522 -0.3937 0.4 0.4 0.4 0.456
H 3.8241 -0.7702 0.4371 -0.5 0.5 -0.7 0.281
H 3.8928 0.9107 0.1978 0.0 0.9 0.0 0.288

No. 4
9
Properties=species:S:1:pos:R:3:forces:R:3:mulliken_charge:R:1 method="wB97M-V/def2-TZVPD" multiplicity=1 total_charge=-1 max_force_ev_per_a=2.7 orbital_gap_ev=8.8 homo_energy_ev=-4.731 mol_weight_g_mol=105.0 e_above_lowest_kcal_mol=48.4
C 0.4716 1.5421 -0.1083 -0.6 -2.2 0.8 0.578
C 0.0639 -1.6215 -0.4128 0.0 1.7 1.0 0.390
C -0.3575 0.3020 0.3566 0.7 -2.5 -0.5 -0.459
O 1.3658 1.3718 -0.8984 1.4 0.4 -1.6 -0.646
O 0.0991 2.4587 0.6136 -0.5 1.7 0.6 -0.667
O 1.0053 -2.3498 -0.4982 -1.0 1.3 0.1 -0.457
F -1.1778 -2.1795 -0.7181 0.0 0.1 -0.1 -0.247
H -1.4432 0.4096 0.2982 0.3 -0.4 -0.2 0.275
H -0.0272 0.0666 1.3674 -0.2 -0.1 -0.1 0.233

No. 5
10
Properties=species:S:1:pos:R:3:forces:R:3:mulliken_charge:R:1 method="wB97M-V/def2-TZVPD" multiplicity=1 max_force_ev_per_a=1.8 orbital_gap_ev=10.9 homo_energy_ev=-10.338 mol_weight_g_mol=88.1 e_above_lowest_kcal_mol=24.0
C -0.3726 -1.2926 0.0419 1.4 1.0 -0.6 0.549
C 0.0075 0.2491 -0.0143 -1.0 0.8 1.1 0.545
N 1.2829 0.6283 0.2934 0.4 -1.1 0.4 -0.453
O -1.3474 -1.5060 -0.8461 0.2 1.2 0.4 -0.463
N -0.9656 1.0756 -0.2319 1.1 -1.0 -0.5 -0.729
O 0.2490 -2.0821 0.7114 -1.0 0.6 -0.7 -0.530
H -1.5352 -0.5484 -1.1407 -0.3 -1.4 0.3 0.373
H 1.4210 1.5412 0.7080 -0.2 -0.1 -0.2 0.225
H 1.8543 -0.0977 0.7246 -0.2 0.2 -0.3 0.271
H -0.5940 2.0327 -0.2461 -0.4 -0.2 0.0 0.213